Entry from the Open Molecules 2025 dataset: a cluster of 2 separate species, C2H5NO4 in total in a non-equilibrium geometry (ωB97M-V/def2-TZVPD).

## Properties
Kohn-Sham gap: 10.7 eV
structure (SMILES): O/C=N\O.O=CO

XYZ file:
```
12
C2H5NO4, DFT ωB97M-V/def2-TZVPD
C -1.0378 -0.4397 0.6028
C 0.5987 0.1833 -2.1334
N 0.1387 -0.2956 0.9228
O 0.3721 0.2354 2.2132
O -2.1310 0.0028 1.3073
O -0.2643 1.0208 -1.8788
O 1.6969 -0.1777 -1.3842
H -1.2414 -0.7534 -0.3675
H 0.5749 -0.4507 -3.0727
H -1.7616 0.4079 2.0599
H 1.2785 0.0696 2.2398
H 1.7763 0.1973 -0.5092
```

***

Entry from the Open Molecules 2025 dataset: a structure of composition C4H7N3O2 in a non-equilibrium geometry (ωB97M-V/def2-TZVPD).

## Properties
Kohn-Sham gap: 8.7 eV

XYZ file:
```
16
C4H7N3O2, DFT ωB97M-V/def2-TZVPD
C 1.7673 0.1627 1.3812
C -1.5033 -0.0095 -1.5229
C 0.5329 0.1199 -0.1954
N 1.4130 -0.0414 2.6631
N -2.8371 -0.1760 -1.3772
N 1.3452 0.0107 -1.2230
C -0.5918 -0.2101 0.3162
O 2.8912 0.4388 1.0191
O -1.0051 0.2141 -2.6115
H 2.1107 0.0293 3.3951
H 0.5207 -0.4393 2.8927
H -3.2376 -0.4294 -0.4927
H -3.4455 -0.1218 -2.1856
H 0.9134 0.1057 -2.1404
H 2.3296 0.1577 -1.0189
H -1.2037 0.1887 1.1002
```

***

Entry from the Open Molecules 2025 dataset: a structure of composition C29H36F18N3O16S2 in a non-equilibrium geometry (ωB97M-V/def2-TZVPD).

## Properties
Kohn-Sham gap: 7.6 eV
charge: -1

XYZ file:
```
104
C29H36F18N3O16S2, DFT ωB97M-V/def2-TZVPD
N -3.6128 2.0601 -2.8243
S -2.7494 3.3963 -3.2799
O -1.5939 3.4779 -2.4324
O -2.4297 3.1873 -4.6606
N -3.6197 4.7674 -3.2446
S -4.5143 5.0509 -1.9566
O -5.0585 6.3789 -2.0530
O -3.8816 4.7817 -0.6874
C -5.9497 3.9826 -2.0604
C -6.4633 3.4015 -0.9162
C -7.5567 2.5803 -1.1196
C -8.0435 2.3909 -2.3850
N -7.5921 2.9670 -3.5032
C -6.5405 3.7596 -3.2774
H -3.6969 2.0071 -1.8210
H -4.5122 2.0149 -3.2832
H -6.0144 3.6104 0.0387
H -8.0312 2.0820 -0.2898
H -8.8818 1.7144 -2.5051
H -6.1141 4.2623 -4.1362
C -6.0598 0.4294 5.0658
C -5.9275 1.6487 4.1788
O -5.0110 1.4095 3.0963
C -5.5030 0.7706 2.0464
O -6.6232 0.3764 1.9152
C -4.4174 0.6427 0.9675
F -3.2476 0.2616 1.4877
F -4.2396 1.8237 0.3643
F -4.7607 -0.2478 0.0438
H -5.0799 0.1105 5.4231
H -6.6912 0.6556 5.9190
H -6.4967 -0.4041 4.5206
H -5.5083 2.4817 4.7393
H -6.8933 1.9685 3.7898
C 0.5605 0.1380 -2.2393
C 1.2845 -0.1288 -0.9422
O 0.9695 -1.4447 -0.4184
C 1.6413 -2.4544 -0.9206
O 2.4948 -2.4140 -1.7612
C 1.2084 -3.7551 -0.2246
F -0.1158 -3.8380 -0.1028
F 1.7408 -3.8194 1.0074
F 1.6273 -4.8229 -0.9015
H -0.5129 -0.0027 -2.1103
H 0.7344 1.1496 -2.5732
H 0.8852 -0.5479 -3.0231
H 0.9595 0.5756 -0.1800
H 2.3630 -0.0195 -1.0502
C 4.8518 -4.0180 -1.2472
C 5.4676 -4.6027 0.0039
O 6.2203 -5.8052 -0.2826
C 7.4488 -5.6355 -0.7264
O 8.0095 -4.5957 -0.9161
C 8.1152 -7.0042 -0.9371
F 7.2989 -7.8596 -1.5568
F 8.4545 -7.5404 0.2430
F 9.2204 -6.8865 -1.6672
H 4.2417 -4.7618 -1.7580
H 4.2269 -3.1648 -1.0023
H 5.6213 -3.6915 -1.9479
H 4.6885 -4.9065 0.7001
H 6.1025 -3.8808 0.5163
C -11.5089 -1.8468 9.3773
C -10.4683 -0.7652 9.5707
O -9.1614 -1.2266 9.1813
C -8.8927 -1.1784 7.8843
O -9.6218 -0.7944 7.0216
C -7.4545 -1.6578 7.6370
F -7.1760 -2.7636 8.3346
F -6.5789 -0.7186 8.0155
F -7.2617 -1.9282 6.3492
H -11.2197 -2.7531 9.9100
H -12.4762 -1.5120 9.7500
H -11.6146 -2.1050 8.3242
H -10.3854 -0.5027 10.6231
H -10.7241 0.1412 9.0240
C 2.0062 7.0254 -5.0100
C 3.3411 6.3404 -4.8079
O 3.3629 5.6066 -3.5712
C 2.8027 4.4032 -3.6119
O 2.3044 3.8854 -4.5614
C 2.9206 3.7301 -2.2374
F 2.6247 4.5690 -1.2436
F 4.1749 3.2899 -2.0307
F 2.1001 2.6906 -2.1565
H 1.7691 7.6577 -4.1543
H 2.0292 7.6411 -5.9089
H 1.2019 6.2973 -5.1098
H 4.1389 7.0767 -4.7274
H 3.5839 5.6806 -5.6400
C 10.5696 -3.4107 -1.8236
C 11.5971 -2.3121 -1.6649
O 12.8893 -2.7179 -2.1682
C 13.0677 -2.6100 -3.4734
O 12.2765 -2.2118 -4.2737
C 14.4987 -3.0410 -3.8327
F 14.8463 -4.1678 -3.2027
F 15.3728 -2.0883 -3.4800
F 14.6210 -3.2469 -5.1392
H 10.9172 -4.3306 -1.3533
H 9.6321 -3.1186 -1.3705
H 10.3917 -3.6293 -2.8767
H 11.7518 -2.0894 -0.6112
H 11.2797 -1.3908 -2.1517
```

***

Entry from the Open Molecules 2025 dataset: a structure of composition C2H3N3OS2 in a non-equilibrium geometry (ωB97M-V/def2-TZVPD).

## Properties
Kohn-Sham gap: 8.3 eV

XYZ file:
```
11
C2H3N3OS2, DFT ωB97M-V/def2-TZVPD
C -1.1682 0.0085 -0.1367
C 1.0528 -0.2954 0.1438
H 1.4906 2.0238 1.4636
H 1.0168 3.0915 -0.3114
H -3.0399 -1.6701 0.8901
N 1.5532 2.0147 0.2532
N 0.5947 0.9772 -0.2303
N -0.7143 1.2269 -0.3277
O -0.1700 -0.9669 0.0377
S -2.9574 -0.3228 0.0433
S 2.4918 -1.1472 -0.0591
```

***

| no. | E (eV) |
| --- | --- |
| 1 | -11832.968 |
| 2 | -12823.465 |
| 3 | -138476.080 |
| 4 | -30305.367 |